[1]
The following is a DFT calculation (wB97M-V/def2-TZVPD) of a 2-piece molecular cluster, C44H42F3N2O overall.

Geometry as XYZ:
```
92
Properties=species:S:1:pos:R:3:forces:R:3
C -0.92554 -3.91268 -3.03912 -0.21 -0.33 -0.09
C -1.55199 -2.84252 -2.19150 -0.57 0.14 -0.09
C -2.06231 -1.66045 -2.74183 0.15 0.01 0.43
C -2.52798 -0.63464 -1.91153 0.03 -0.15 0.12
C -3.17405 0.57895 -2.49838 -0.07 0.25 -0.56
C -2.36494 -0.77735 -0.52891 0.55 -0.88 -0.15
N -2.59126 0.35180 0.31930 0.06 1.04 1.38
C -1.81693 1.46633 0.31151 -2.28 0.51 -1.36
C -0.62262 1.51907 -0.51294 3.87 -0.35 -1.07
C 0.51015 0.53217 -0.32971 -2.92 1.97 -0.10
C 1.14158 0.23365 -1.62232 0.40 0.56 -0.82
C 1.17889 0.52576 0.93711 0.16 -0.49 0.21
C 0.46378 0.63297 2.15418 0.50 -0.11 0.61
C 1.11028 0.56809 3.38854 -0.16 0.20 -0.65
C 2.50906 0.50161 3.43592 0.52 -0.12 0.34
C 3.24746 0.44569 2.24651 -0.18 -0.06 0.25
C 2.59784 0.42861 1.01566 -0.22 -0.19 0.10
O -0.58171 2.40525 -1.40076 -1.00 -1.10 0.53
N -2.58976 2.51570 0.70039 -0.06 -1.93 0.65
C -2.44443 3.88504 0.32204 0.28 1.50 0.11
C -1.27766 4.59520 0.64183 -0.47 0.31 -0.05
C -0.11134 3.95975 1.31450 0.68 0.13 0.20
C -1.22483 5.96380 0.35149 -0.28 -0.31 0.00
C -2.31536 6.63947 -0.19702 0.06 -0.30 -0.13
C -2.28549 8.12626 -0.39245 0.02 0.22 -0.04
C -3.43424 5.89714 -0.57446 0.37 -0.27 0.28
C -3.50812 4.51723 -0.34908 0.32 0.16 0.11
C -4.70639 3.80202 -0.89126 -0.68 0.02 -0.17
C -3.74958 1.96806 1.27613 0.44 0.89 -0.35
C -3.75192 0.64887 1.03550 0.03 -0.55 -0.68
C -1.93724 -1.97120 0.04622 -0.34 -0.03 -0.56
C -1.70886 -2.04884 1.51697 -0.07 -0.25 0.39
C -1.68479 -3.04445 -0.81713 0.22 0.31 0.23
H 0.17459 -3.82442 -3.06429 -0.34 0.08 0.03
H -1.15779 -4.89636 -2.60084 0.10 0.21 -0.35
H -1.28989 -3.86545 -4.07452 0.14 -0.14 0.30
H -2.12665 -1.53939 -3.82701 0.11 -0.01 0.36
H -4.14666 0.79766 -2.03311 0.30 -0.07 -0.05
H -2.53016 1.46802 -2.43546 -0.17 -0.17 0.07
H -3.34755 0.37667 -3.56256 -0.08 0.22 0.23
H 2.21829 0.44424 -1.64874 -0.10 -0.09 -0.29
H 0.96483 -0.80136 -1.92842 0.06 0.02 -0.10
H 0.64757 0.84418 -2.39011 0.41 -0.11 0.11
H -0.61619 0.75756 2.10085 0.23 -0.15 0.32
H 0.51187 0.57762 4.30221 0.27 0.11 -0.21
H 3.03517 0.49643 4.39996 -0.31 -0.01 -0.46
H 4.34353 0.40230 2.27599 -0.47 0.06 0.05
H 3.16927 0.37480 0.08739 -0.07 0.06 0.38
H 0.55037 4.75495 1.67407 -0.10 -0.23 0.10
H -0.38819 3.33512 2.17029 0.01 0.03 -0.15
H 0.48876 3.36354 0.61710 -0.19 0.04 0.16
H -0.31377 6.51226 0.59911 -0.28 -0.12 0.00
H -3.30136 8.51993 -0.48501 0.16 0.00 0.03
H -1.79618 8.61357 0.45686 -0.09 -0.02 -0.15
H -1.73782 8.40981 -1.29927 -0.05 -0.11 0.14
H -4.27939 6.40008 -1.04799 0.23 -0.16 0.11
H -5.39003 4.56525 -1.28568 0.08 -0.34 0.05
H -4.46001 3.13073 -1.72748 0.06 0.12 0.32
H -5.26317 3.23465 -0.13610 0.10 0.11 -0.34
H -4.48250 2.60426 1.74403 0.13 -0.11 0.07
H -4.50187 -0.10046 1.23088 0.08 0.05 0.02
H -1.56452 -3.08502 1.82610 -0.10 0.15 0.07
H -0.80160 -1.48792 1.79353 -0.31 -0.15 -0.10
H -2.54613 -1.62665 2.07648 0.09 -0.04 0.06
H -1.57041 -4.04713 -0.40669 0.23 0.37 -0.08
F 7.80637 -2.54303 -1.61863 -1.01 -0.50 -0.54
C 6.78559 -3.15106 -2.29774 1.88 -0.44 -0.68
F 6.88239 -2.76321 -3.59988 -0.27 -0.33 1.26
F 7.03941 -4.50292 -2.25497 -0.44 1.41 -0.01
C 5.45677 -2.83926 -1.67636 -0.33 0.35 -0.16
C 4.43970 -2.25245 -2.42894 -0.18 -0.32 -0.06
C 3.16243 -2.18291 -1.89394 -0.35 0.40 0.00
C 2.92098 -2.45352 -0.51560 0.54 0.16 0.24
C 1.62306 -2.34185 0.07868 0.70 -2.03 -0.97
C 1.29812 -3.18758 1.22286 0.01 -0.42 1.72
C 0.54930 -4.37390 0.99149 0.18 0.81 -0.58
C 0.17238 -5.20271 2.03841 0.47 -0.10 0.28
C 0.70163 -4.98924 3.31797 -0.04 0.34 -0.11
C 1.51276 -3.86804 3.55865 -0.21 -0.19 -0.06
C 1.76930 -2.94890 2.54304 0.06 0.04 -0.70
C 4.03422 -2.94623 0.24501 -0.16 -0.16 0.04
C 5.26361 -3.18480 -0.34243 -0.28 -0.01 0.44
H 4.62940 -1.89127 -3.43836 -0.08 -0.40 0.16
H 2.32483 -1.95233 -2.55814 0.43 0.18 0.38
H 0.77111 -2.02023 -0.52429 0.27 0.25 0.12
H 0.31610 -4.63471 -0.04674 -0.11 0.11 0.57
H -0.51724 -6.03011 1.85421 0.45 0.12 0.00
H 0.48587 -5.70110 4.12005 0.03 0.36 -0.27
H 1.94352 -3.70526 4.55191 -0.24 -0.02 -0.40
H 2.34968 -2.03774 2.73319 -0.30 -0.34 0.02
H 3.89547 -3.18715 1.29837 0.04 0.09 -0.32
H 6.08112 -3.63431 0.22524 -0.31 0.17 -0.14
```
Positions in Å, forces in eV/Å.

Computed properties:
Charge = +1

***

[2]
The following is a DFT calculation (wB97M-V/def2-TZVPD) of one molecule with the formula C10H8N2OS.

Geometry as XYZ:
```
22
Properties=species:S:1:pos:R:3:forces:R:3
N 1.26666 -3.25156 2.27417 0.30 -0.36 0.48
C 0.81134 -2.68418 1.39450 -0.05 0.13 0.16
C 0.14794 -2.01246 0.29836 -0.16 0.20 -0.30
C 0.10229 -2.95411 -0.89926 -0.04 0.02 -0.18
N 0.45016 -2.54116 -2.03817 -0.23 -1.02 -0.22
S 0.96281 -1.00096 -2.16857 -0.04 0.96 1.59
C 0.84832 -0.71201 -0.10225 0.08 -0.19 -2.33
O 2.13484 -0.73177 0.35762 0.32 0.13 0.47
C 0.08459 0.56145 0.02288 -0.13 0.43 0.29
C 0.74504 1.77496 0.21395 -0.10 -0.30 0.02
C 0.03665 2.96259 0.26724 -0.01 0.10 -0.01
C -1.34131 2.96407 0.14519 0.02 0.02 0.02
C -2.00752 1.76651 -0.05337 -0.02 -0.03 -0.02
C -1.30128 0.58107 -0.12761 0.04 -0.04 0.05
H -0.87802 -1.82255 0.63422 0.13 0.06 -0.11
H -0.23390 -3.97075 -0.76701 -0.07 -0.19 0.08
H 2.60797 0.06077 0.07841 -0.04 -0.11 -0.01
H 1.81806 1.81115 0.33449 0.09 0.03 0.04
H 0.56906 3.89116 0.40534 0.04 0.09 0.05
H -1.89465 3.88772 0.20670 -0.04 0.11 -0.02
H -3.08266 1.75225 -0.15725 -0.06 0.01 -0.02
H -1.84639 -0.33218 -0.31957 -0.02 -0.05 -0.04
```
Positions in Å, forces in eV/Å.

Computed properties:
Charge = 0
Energy relative to the best compared isomer or geometry (same formula, charge and spin) = 30.04 kcal/mol
SMILES = N#C[C@@H]1C=NS[C@@]1(O)c1ccccc1

***

[3]
The following is a DFT calculation (wB97M-V/def2-TZVPD) of one molecule with the formula C20H22N4O3S.

Geometry as XYZ:
```
50
Properties=species:S:1:pos:R:3:forces:R:3
C -5.02078 -0.24858 1.61184 0.02 0.04 0.03
C -3.93212 0.17876 0.69290 0.30 0.11 -0.35
S -3.85403 -0.45694 -0.93067 0.19 0.38 0.29
C -2.42593 0.45077 -1.24252 0.03 0.39 0.63
N -1.76048 0.40212 -2.41183 0.01 -0.16 -0.64
C -0.70357 1.12961 -2.48586 -0.25 -0.25 -0.30
N -0.24657 1.94735 -1.50582 -0.22 0.00 0.31
C 0.95166 2.74048 -1.71056 0.43 0.11 0.03
C 2.16413 2.03026 -1.08289 -0.35 0.50 -0.19
O 2.97504 1.42777 -1.76020 0.16 -0.18 -0.26
N 2.22227 2.16738 0.24818 0.02 0.13 0.56
C 3.14952 1.40088 1.05532 -0.06 -0.21 -0.10
C 2.50497 0.03501 1.33364 0.36 0.32 0.01
O 1.52610 -0.03096 2.05611 -0.28 0.11 0.18
N 3.02125 -1.04749 0.72140 -0.04 -0.39 0.04
C 4.17565 -1.02621 -0.15225 0.36 0.23 -0.20
C 2.29789 -2.29629 0.91292 -0.19 -0.01 0.20
C 1.05808 -2.37097 0.05350 -0.04 -0.04 0.11
C 1.13360 -2.15793 -1.31795 -0.01 -0.02 0.04
C 0.00078 -2.25504 -2.10581 0.05 -0.06 -0.07
C -1.22087 -2.56407 -1.53348 -0.01 -0.10 0.02
C -1.30792 -2.75203 -0.16512 -0.08 -0.10 -0.04
C -0.17522 -2.65294 0.62371 0.13 -0.03 -0.02
C -0.89026 2.05742 -0.26105 -0.15 -0.08 -0.20
O -0.44520 2.82813 0.57882 0.01 0.23 0.22
C -2.05174 1.22217 -0.14489 -0.18 -0.42 -0.51
C -2.92329 1.05229 0.96981 -0.28 -0.21 -0.01
C -2.75026 1.72263 2.29069 0.01 0.03 0.06
H -4.60100 -0.71491 2.50325 -0.05 -0.07 0.06
H -5.67932 -0.95829 1.11927 -0.13 -0.07 0.08
H -5.60867 0.61186 1.93253 -0.09 -0.01 0.03
H -0.13160 1.10317 -3.40222 0.19 0.12 -0.03
H 1.12608 2.86068 -2.78023 0.01 -0.05 0.15
H 0.80545 3.71403 -1.23492 -0.03 -0.13 -0.14
H 1.40171 2.54334 0.72190 0.08 -0.03 -0.21
H 4.09885 1.33361 0.52848 -0.02 0.05 0.09
H 3.28060 1.91920 2.00686 0.03 -0.14 -0.08
H 4.04171 -0.31158 -0.96729 0.07 -0.10 0.07
H 4.31033 -2.01596 -0.58166 0.00 0.00 0.05
H 5.08102 -0.77433 0.40731 0.04 -0.05 -0.09
H 2.96988 -3.12690 0.68313 0.00 0.11 0.05
H 2.00686 -2.35744 1.96563 0.05 -0.10 -0.15
H 2.08045 -1.91310 -1.77579 0.14 0.05 -0.06
H 0.06968 -2.08991 -3.17057 0.00 0.02 -0.11
H -2.10179 -2.64343 -2.15215 -0.07 0.02 -0.05
H -2.26202 -2.97535 0.29006 -0.08 0.00 0.04
H -0.24701 -2.79320 1.69207 0.01 0.02 0.13
H -1.96386 2.46722 2.22532 -0.03 0.03 0.12
H -2.47177 0.98917 3.04666 0.03 -0.01 0.13
H -3.67824 2.19853 2.60441 -0.06 0.05 0.09
```
Positions in Å, forces in eV/Å.

Computed properties:
Charge = 0
Energy relative to the best compared isomer or geometry (same formula, charge and spin) = 29.32 kcal/mol
SMILES = Cc1sc2ncn(CC(=O)NCC(=O)N(C)Cc3ccccc3)c(=O)c2c1C

***

[4]
The following is a DFT calculation (wB97M-V/def2-TZVPD) of C20H17CaClN2O4 as an isolated structure.

Geometry as XYZ:
```
45
Properties=species:S:1:pos:R:3:forces:R:3
Ca -0.57019 0.38972 0.29380 2.27 0.72 -0.49
Cl 4.18731 0.29422 5.90440 0.16 0.04 0.19
C 2.86861 0.26912 4.78090 0.09 0.00 -0.22
C 1.54861 0.29122 5.25590 0.07 -0.01 -0.25
C 0.51701 0.21452 4.36630 -0.08 0.05 -0.05
C 0.71751 0.11592 2.95530 0.69 -0.15 0.82
O -0.27479 -0.04348 2.18420 0.33 -0.75 2.89
C 2.07701 0.18172 2.48800 -0.42 0.04 0.73
C 2.46021 0.21272 1.12750 0.30 -0.06 -0.57
N 1.66961 0.22982 0.09960 1.10 -0.04 0.95
C 2.15941 0.25152 -1.19060 0.97 -0.03 -1.09
C 3.49131 0.23592 -1.58250 -0.55 0.02 0.41
C 3.86371 0.24132 -2.92960 -0.11 -0.02 -0.38
C 2.92091 0.22802 -3.92020 0.20 0.00 0.05
C 1.55561 0.25592 -3.58630 -0.05 0.00 0.39
C 0.53521 0.27062 -4.55860 -0.21 0.05 0.25
C -0.77009 0.38002 -4.16170 0.22 -0.03 -0.22
C -1.04879 0.44652 -2.78760 -0.02 0.00 -0.16
N -0.12469 0.37312 -1.86550 0.10 0.10 -1.63
C 1.16861 0.29052 -2.22060 0.77 -0.07 -0.75
C 3.11801 0.23272 3.44000 -0.01 0.05 0.17
H 1.36521 0.37022 6.31610 -0.03 -0.03 0.11
H -0.50689 0.22932 4.71180 -0.06 -0.04 -0.01
H 3.54601 0.23572 0.98260 -0.09 -0.02 -0.02
H 4.28021 0.21682 -0.84860 0.05 0.01 0.12
H 4.91401 0.25362 -3.17990 0.07 -0.05 -0.04
H 3.19671 0.20822 -4.96230 0.12 0.01 -0.14
H 0.81781 0.20612 -5.59910 -0.08 0.04 -0.14
H -1.57419 0.42222 -4.87870 -0.09 0.00 -0.04
H -2.06119 0.57452 -2.43030 -0.11 -0.01 -0.06
H 4.13831 0.25522 3.09160 0.19 -0.02 -0.04
C -3.85999 -0.94868 1.49090 0.20 0.13 -0.11
C -3.30929 -0.56368 0.12210 -1.35 0.37 -0.13
C -4.17319 -1.10958 -1.01660 0.18 0.22 0.18
O -1.97729 -1.09298 -0.01800 -1.47 -2.09 -0.15
C -3.27349 1.01712 0.06410 -0.97 -0.50 -0.19
O -4.35499 1.57172 0.00230 -0.30 -0.06 0.00
O -2.13329 1.55202 0.09710 -2.05 2.35 -0.39
H -4.02669 -2.02848 1.55670 0.03 0.01 0.03
H -4.80179 -0.43058 1.65860 -0.02 -0.05 -0.02
H -3.14289 -0.63298 2.25170 -0.08 -0.09 0.12
H -4.37359 -2.17558 -0.88500 0.04 0.01 0.01
H -3.65529 -0.96468 -1.96580 -0.07 -0.05 -0.04
H -5.11049 -0.55948 -1.04300 -0.05 -0.04 0.01
H -1.99389 -1.96798 0.38920 0.13 -0.02 -0.12
```
Positions in Å, forces in eV/Å.

Computed properties:
Charge = 0
Energy relative to the best compared isomer or geometry (same formula, charge and spin) = 39.77 kcal/mol

***

Number 1: HOMO level -8.5 eV, strongest force on any atom 4.03 eV Å⁻¹. Number 2: HOMO level -8.9 eV, strongest force on any atom 2.34 eV Å⁻¹. Number 3: HOMO level -8.2 eV, strongest force on any atom 0.75 eV Å⁻¹. Number 4: HOMO level -7.8 eV, strongest force on any atom 3.14 eV Å⁻¹.